# 1
DFT (ωB97M-V/def2-TZVPD) results for a cluster of 2 separate species, C8H13F8N3O4 in total.

Output
Gap between HOMO and LUMO in eV: 10.47
Spin multiplicity: 1
HOMO level in eV: -10.15
LUMO in eV: 0.32
SMILES: FC(F)C(F)(F)COC(F)(F)C(F)F.NC(N)(N)COC(=O)O
Relative energy (zero: lowest compared OMol25 entry of this formula, charge and spin) in eV: 0.149

The geometry in XYZ format:
```
36
Properties=species:S:1:pos:R:3:forces:R:3:nbo_charge:R:1
F -1.1174 2.0617 -3.1487 -0.3 0.0 0.0 -0.32
C -0.4318 0.9562 -2.8027 0.3 0.0 0.0 0.52
F 0.3291 0.5951 -3.8638 0.0 0.0 0.0 -0.32
C -1.3494 -0.2144 -2.4379 -0.5 0.0 -0.2 0.60
F -2.0405 -0.6224 -3.5246 0.0 0.2 0.0 -0.31
F -0.4919 -1.2195 -2.1126 0.1 -0.1 0.1 -0.32
C -2.2968 -0.0655 -1.2315 -0.2 -0.2 0.6 -0.14
O -3.6767 0.2152 -1.4620 0.2 0.3 -0.7 -0.51
C -4.2063 1.4782 -1.5495 0.3 -0.4 0.4 0.85
F -3.3316 2.4440 -1.2130 0.2 -0.1 -0.2 -0.32
F -5.2147 1.5379 -0.6512 -0.2 0.1 0.2 -0.33
C -4.8617 1.7422 -2.9098 -0.1 0.0 -0.1 0.50
F -3.9832 1.5959 -3.9163 0.2 0.0 0.0 -0.32
F -5.3255 3.0135 -2.9275 0.0 0.0 0.0 -0.32
H 0.2311 1.1914 -1.9653 0.0 0.0 0.0 0.14
H -2.3242 -1.0616 -0.7975 0.1 0.0 0.0 0.25
H -1.8734 0.5739 -0.4592 0.1 0.2 -0.2 0.21
H -5.6930 1.0511 -3.0609 0.0 0.0 0.1 0.15
N 3.7079 -0.6390 3.7330 0.1 0.2 0.0 -0.84
C 3.4314 -0.8352 2.3289 0.6 0.2 0.0 0.36
N 4.7315 -0.7138 1.6489 -0.3 -0.2 0.1 -0.85
N 2.8846 -2.1570 2.0766 -0.1 -0.4 -0.1 -0.88
C 2.4247 0.2350 1.8697 -0.1 -0.3 -0.2 -0.09
O 1.3793 -0.3256 1.0641 -0.1 0.6 0.0 -0.51
C 0.4057 -0.9852 1.7004 -1.5 -0.9 -0.6 0.99
O -0.5223 -1.4765 1.0936 1.3 0.7 0.8 -0.59
O 0.5486 -1.0274 3.0507 -0.3 0.2 -0.1 -0.74
H 2.9454 -0.1668 4.1894 -0.2 -0.2 0.2 0.37
H 3.8569 -1.5320 4.1766 0.1 0.0 0.2 0.37
H 4.5901 -0.5858 0.6559 0.1 0.0 -0.2 0.35
H 5.2095 0.0958 2.0157 0.2 0.1 0.0 0.37
H 2.5067 -2.2207 1.1377 0.1 0.0 -0.1 0.38
H 3.6752 -2.7874 2.0837 0.1 -0.2 0.1 0.38
H 2.0106 0.7772 2.6955 -0.3 0.1 0.5 0.20
H 2.9234 0.9547 1.2555 0.2 0.3 -0.6 0.20
H 0.9487 -1.8829 3.2579 0.2 -0.2 0.1 0.53
```
Positions in Å, forces in eV/Å.



# 2
DFT (ωB97M-V/def2-TZVPD) results for a structure of composition C17H24N4O5S5V.

Output
Gap between HOMO and LUMO (spin up / spin down) in eV: 5.51 / 6.41
Charge: -2
Spin multiplicity: 4
HOMO level (spin up / spin down) in eV: -1.27 / -2.17
LUMO (spin up / spin down) in eV: 4.24 / 4.24
Expectation value of S²: 3.759

The geometry in XYZ format:
```
56
Properties=species:S:1:pos:R:3:forces:R:3:nbo_charge:R:1
V -0.4158 0.1067 0.2880 1.1 -0.7 -0.2 1.00
C 2.9364 4.2172 6.6857 0.0 0.0 0.1 -0.62
C 2.0581 3.7385 5.5596 0.1 0.0 0.0 -0.04
C 2.5074 2.7562 4.6796 0.0 -0.1 -0.1 -0.23
C 1.7165 2.3226 3.6283 0.0 0.2 0.1 -0.11
C 0.4560 2.8844 3.4451 0.3 -0.1 -0.1 -0.33
C -0.0115 3.8532 4.3122 0.1 0.1 0.0 -0.18
C 0.7936 4.2772 5.3654 -0.1 0.0 -0.1 -0.24
S -0.5495 2.2138 2.1370 0.3 -0.2 -0.1 2.32
O -1.8625 2.7741 2.3703 0.0 0.0 0.0 -0.97
O 0.1225 2.5412 0.8656 -0.3 0.0 0.5 -0.96
N -0.3645 0.6669 2.2951 -1.3 -0.4 0.3 -1.04
C -1.3877 -0.1383 3.0195 0.5 0.6 -0.2 -0.34
C -1.6658 -1.4921 2.3238 0.4 0.5 -0.4 0.79
O -2.2243 -2.3557 2.9818 -0.3 -0.5 0.3 -0.71
O -1.3141 -1.5917 1.0893 0.0 0.2 0.1 -0.82
H 3.7071 3.4840 6.9231 0.0 0.0 0.0 0.21
H 2.3549 4.4022 7.5912 0.0 0.0 0.0 0.20
H 3.4439 5.1512 6.4294 0.0 0.0 0.0 0.21
H 3.4854 2.3109 4.8220 0.0 0.0 0.0 0.20
H 2.0522 1.5433 2.9589 0.0 -0.1 -0.1 0.24
H -1.0035 4.2552 4.1628 0.0 0.0 0.0 0.24
H 0.4227 5.0305 6.0511 0.0 0.0 0.0 0.19
H -2.3427 0.4005 3.0571 0.0 -0.1 0.0 0.22
H -1.0669 -0.3319 4.0474 0.0 -0.1 -0.1 0.19
C -2.9692 -2.0424 -1.9633 0.2 0.1 -0.2 -0.42
N -1.7333 -1.7017 -2.7106 -0.3 -0.1 0.4 -0.47
C -0.7219 -2.7117 -2.4127 0.1 -0.1 -0.1 -0.40
C -1.3138 -0.3937 -2.7252 0.3 -0.1 -0.5 0.39
S 0.2701 0.0109 -2.2519 -0.2 0.2 0.0 -0.21
N -2.1502 0.5119 -3.2499 -0.2 0.2 0.3 -0.42
C -1.9471 1.9367 -3.0286 0.2 0.1 0.0 -0.41
C -3.3611 0.1966 -3.9875 0.1 -0.1 0.0 -0.42
H -2.7318 -2.1223 -0.8997 0.0 0.0 0.1 0.25
H -3.3268 -3.0051 -2.3341 0.0 0.0 0.0 0.18
H -3.7525 -1.3070 -2.0831 0.0 0.2 0.0 0.22
H -1.1730 -3.6745 -2.6549 0.1 -0.1 0.0 0.18
H -0.4356 -2.6995 -1.3561 0.0 0.0 0.0 0.23
H 0.1701 -2.5564 -3.0178 -0.1 0.0 0.1 0.22
H -1.3065 2.0866 -2.1601 -0.1 0.0 -0.2 0.26
H -2.9204 2.3896 -2.8395 0.0 0.0 0.0 0.22
H -1.4826 2.4000 -3.9043 0.0 0.0 0.0 0.18
H -3.3079 -0.8204 -4.3665 0.0 -0.1 0.0 0.21
H -3.4214 0.8902 -4.8302 0.0 0.0 0.0 0.19
H -4.2526 0.3260 -3.3691 0.0 0.0 0.0 0.23
S -4.8848 1.7755 -0.8186 0.8 -0.3 0.3 -0.43
C -3.3648 1.2236 -0.3538 -1.4 0.4 -0.5 0.20
N -2.3035 0.8214 -0.1227 0.0 0.1 0.1 -0.64
C 3.5019 2.1040 0.0688 0.1 0.2 -0.1 -0.26
O 2.6327 1.0020 0.2110 -0.2 0.3 -0.1 -0.53
C 3.1176 -0.2254 0.4403 0.3 -0.3 0.1 0.06
S 4.8033 -0.4555 0.4967 -0.5 -0.2 0.1 -0.39
S 1.8575 -1.3420 0.6492 0.3 0.1 0.0 -0.20
H 2.8256 2.9413 -0.0821 0.1 0.1 0.0 0.20
H 4.1753 1.9632 -0.7819 -0.1 0.1 0.1 0.19
H 4.1065 2.2470 0.9686 0.0 0.0 -0.1 0.18
```
Positions in Å, forces in eV/Å.



# 3
DFT (ωB97M-V/def2-TZVPD) results for the ion H3N3O2P with charge -1.

Output
Gap between HOMO and LUMO in eV: 8.39
Charge: -1
Spin multiplicity: 1
HOMO level in eV: -3.75
LUMO in eV: 4.64
SMILES: [H]/N=N/[P@@](N)(=O)[O-]
Relative energy (zero: lowest compared OMol25 entry of this formula, charge and spin) in eV: 1.601

The geometry in XYZ format:
```
9
Properties=species:S:1:pos:R:3:forces:R:3:nbo_charge:R:1
H 2.8369 1.2917 0.0193 -1.6 -1.9 -0.3 0.20
N 2.1740 0.3270 0.0062 0.5 1.7 0.3 -0.33
N 0.9905 0.6419 0.0131 0.0 -1.3 0.6 -0.42
P -0.4665 -0.9149 0.1510 -0.2 0.9 1.1 2.29
N -1.6714 0.3435 0.0501 1.4 0.3 1.1 -1.19
O -0.4830 -1.6273 -1.1166 0.4 -0.6 -2.1 -1.17
O -0.4944 -1.7138 1.4149 0.5 1.5 -0.2 -1.12
H -1.1204 1.1611 0.4109 -1.1 -0.6 -0.5 0.38
H -1.7658 0.4907 -0.9488 0.0 0.1 0.0 0.37
```
Positions in Å, forces in eV/Å.



Repeat the third record exactly.
DFT (ωB97M-V/def2-TZVPD) results for the ion H3N3O2P with charge -1.

Output
Gap between HOMO and LUMO in eV: 8.39
Charge: -1
Spin multiplicity: 1
HOMO level in eV: -3.75
LUMO in eV: 4.64
SMILES: [H]/N=N/[P@@](N)(=O)[O-]
Relative energy (zero: lowest compared OMol25 entry of this formula, charge and spin) in eV: 1.601

The geometry in XYZ format:
```
9
Properties=species:S:1:pos:R:3:forces:R:3:nbo_charge:R:1
H 2.8369 1.2917 0.0193 -1.6 -1.9 -0.3 0.20
N 2.1740 0.3270 0.0062 0.5 1.7 0.3 -0.33
N 0.9905 0.6419 0.0131 0.0 -1.3 0.6 -0.42
P -0.4665 -0.9149 0.1510 -0.2 0.9 1.1 2.29
N -1.6714 0.3435 0.0501 1.4 0.3 1.1 -1.19
O -0.4830 -1.6273 -1.1166 0.4 -0.6 -2.1 -1.17
O -0.4944 -1.7138 1.4149 0.5 1.5 -0.2 -1.12
H -1.1204 1.1611 0.4109 -1.1 -0.6 -0.5 0.38
H -1.7658 0.4907 -0.9488 0.0 0.1 0.0 0.37
```
Positions in Å, forces in eV/Å.